[1]
A molecular structure, C2H2N3OS. Source: the OMol25 dataset; level of theory: ωB97M-V/def2-TZVPD.

The value obtained for the total energy is -714.6464 Eh. As for the LUMO energy (spin up / spin down): -8.08 / -8.06 eV. The net charge is +1. The spin multiplicity is 1.

```
9
Properties=species:S:1:pos:R:3:forces:R:3:nbo_charge:R:1
C -0.338 1.302 0.480 2.72 1.05 0.43 0.27
C -0.527 -0.967 -0.366 2.86 1.27 0.86 -0.05
N -1.555 0.958 -0.121 -0.92 1.43 -0.43 -0.13
N -1.539 -0.202 -0.579 -0.39 -0.94 0.20 -0.07
N 0.580 0.401 0.483 -1.50 -1.50 0.28 -0.52
O 1.711 -2.007 -0.786 1.22 -0.20 0.27 -0.70
S 0.332 -2.259 -1.016 -1.65 0.75 0.06 1.45
H -0.091 2.396 0.775 -1.03 -2.03 -0.18 0.28
H 1.427 0.377 1.130 -1.31 0.18 -1.49 0.48
```
Forces are in eV/Å.



[2]
A molecular structure, C28H24IrN3O2. Source: the OMol25 dataset; level of theory: ωB97M-V/def2-TZVPD.

The value obtained for the total energy is -1500.1154 Eh. As for the LUMO energy (spin up / spin down): -5.37 / -5.65 eV. The net charge is +1. The spin multiplicity is 2.

```
58
Properties=species:S:1:pos:R:3:forces:R:3:mulliken_spin:R:1
Ir -0.238 0.763 0.227 -0.08 -1.89 -0.15 0.73
O -1.786 -0.463 0.396 -0.22 0.55 0.37 0.04
C -3.100 -0.492 0.297 -0.01 -0.10 -0.32 -0.01
C -3.729 -1.745 0.265 0.26 -0.23 0.00 0.01
C -5.098 -1.841 0.182 0.00 0.07 0.06 -0.01
C -5.903 -0.692 0.151 0.01 -0.08 0.01 0.02
C -5.299 0.536 0.184 0.03 0.10 0.02 -0.01
C -3.896 0.646 0.233 -0.23 0.08 0.07 0.01
C -3.288 1.925 0.220 -0.11 -0.02 -0.04 -0.01
N -2.033 2.181 0.167 0.93 -0.22 0.25 0.04
C -1.684 3.591 0.117 -0.12 0.29 -0.20 0.00
C -0.482 3.802 0.976 -0.16 0.15 0.35 0.00
N 0.550 2.928 0.466 -0.47 -0.77 -0.31 0.08
C 1.574 3.492 -0.063 0.20 0.01 -0.04 -0.01
C 2.714 2.819 -0.571 -0.02 0.23 -0.19 0.03
C 3.800 3.549 -1.083 0.01 0.11 -0.01 -0.03
C 4.938 2.911 -1.501 0.04 -0.07 0.01 0.04
C 5.017 1.514 -1.378 -0.10 0.03 0.02 -0.02
C 3.959 0.788 -0.887 0.05 -0.30 0.04 0.04
C 2.769 1.427 -0.500 -0.14 -0.18 -0.05 -0.01
O 1.771 0.677 -0.080 0.15 0.60 -0.23 0.12
H -3.096 -2.623 0.304 -0.06 -0.03 -0.01 0.00
H -5.560 -2.819 0.155 0.01 0.00 -0.01 0.00
H -6.979 -0.777 0.106 0.01 -0.01 -0.01 0.00
H -5.893 1.443 0.172 0.01 0.00 -0.04 0.00
H -3.980 2.769 0.238 0.09 0.06 -0.06 0.00
H -2.505 4.231 0.446 -0.09 -0.12 -0.01 0.00
H -1.441 3.851 -0.917 0.02 0.03 0.01 0.00
H -0.697 3.518 2.008 -0.03 0.06 0.01 0.00
H -0.195 4.856 0.954 0.20 -0.07 0.03 0.00
H 1.601 4.583 -0.111 -0.01 -0.02 0.20 0.00
H 3.733 4.630 -1.136 -0.05 -0.01 0.00 0.00
H 5.767 3.469 -1.910 0.01 0.01 0.04 0.00
H 5.923 1.003 -1.676 -0.02 -0.02 -0.02 0.00
H 4.001 -0.290 -0.793 0.04 0.01 -0.02 0.00
C 3.228 -2.265 3.106 -0.05 0.06 0.04 0.01
C 2.301 -1.256 3.348 0.15 -0.14 0.05 -0.01
C 1.365 -0.932 2.391 -0.13 -0.10 -0.27 0.00
C 1.316 -1.632 1.171 0.20 -0.22 0.45 0.01
C 2.248 -2.662 0.946 -0.05 0.16 -0.15 0.00
C 3.197 -2.959 1.903 -0.01 0.00 0.08 0.00
N 0.431 -1.230 0.193 -0.16 2.19 0.13 -0.05
C -0.057 -2.062 -0.791 -0.23 -0.32 -0.31 0.00
C -0.222 -3.442 -0.577 -0.10 0.18 0.17 -0.03
C -0.827 -4.227 -1.539 0.03 -0.02 -0.11 0.01
C -1.263 -3.666 -2.733 -0.01 0.07 0.01 -0.03
C -1.095 -2.303 -2.962 -0.05 -0.16 -0.05 0.02
C -0.512 -1.507 -2.002 0.24 -0.01 0.19 -0.03
H 3.979 -2.500 3.848 -0.02 -0.01 0.01 0.00
H 2.319 -0.721 4.288 -0.01 0.03 -0.01 0.00
H 0.642 -0.144 2.553 0.03 0.01 0.12 0.01
H 2.260 -3.171 -0.007 0.02 -0.01 0.01 0.00
H 3.930 -3.731 1.707 -0.01 0.00 -0.02 0.00
H 0.064 -3.871 0.374 -0.01 -0.02 -0.02 0.00
H -0.973 -5.283 -1.354 0.00 0.00 0.02 0.00
H -1.751 -4.284 -3.475 0.03 0.00 -0.02 0.00
H -1.432 -1.867 -3.893 0.00 0.02 0.01 0.00
H -0.383 -0.444 -2.154 -0.03 0.00 -0.10 0.00
```
Forces are in eV/Å.



Calculated values (eV) of energy relative to the best compared isomer or geometry (same formula, charge and spin) for the records, taken in order: 1.822; 1.361.